Entry from the Open Molecules 2025 dataset: a 2-piece molecular cluster, C4H14N3 overall at a distorted geometry (the ωB97M-V functional and the def2-TZVPD basis).

Output
* multiplicity: 2
* electronic energy: -324.94093 hartree
* E_HOMO (spin up / spin down): -0.145 / -0.339 hartree
* gap between HOMO and LUMO (spin up / spin down): 4.676 / 9.951 eV
* expectation value of S²: 0.75

Cartesian coordinates (Å):
C1 -2.895 0.517 0.448
C2 -1.082 1.941 -0.049
N1 -1.545 0.756 -0.053
H1 -2.805 0.040 1.479
H2 -3.407 -0.077 -0.270
H3 -3.404 1.489 0.637
H4 -1.759 2.757 0.275
H5 -0.043 2.190 -0.331
H6 -0.950 -0.223 -0.478
N2 -0.168 -1.266 -1.007
C3 1.228 -0.708 -0.864
C4 1.700 -0.690 0.577
N3 2.978 0.077 0.675
H7 -0.226 -2.131 -0.448
H8 -0.353 -1.568 -1.959
H9 1.179 0.304 -1.279
H10 1.923 -1.262 -1.548
H11 0.934 -0.186 1.159
H12 1.834 -1.778 0.951
H13 3.117 0.349 1.665
H14 3.746 -0.530 0.421



Entry from the Open Molecules 2025 dataset: a 2-piece molecular cluster, C4H14N3 overall at a distorted geometry (the ωB97M-V functional and the def2-TZVPD basis).

Output
* multiplicity: 1
* electronic energy: -324.77061 hartree
* E_HOMO: -0.497 hartree
* gap between HOMO and LUMO: 10.710 eV
* total charge: +1

Cartesian coordinates (Å):
C1 -2.355 0.960 -0.596
C2 -0.112 -1.874 0.500
C3 -1.413 0.307 0.474
C4 1.544 0.536 -0.394
N1 1.659 0.837 0.884
N2 2.397 -0.262 -0.988
N3 -0.276 -0.484 -0.111
H1 -1.760 1.674 -1.106
H2 -2.766 0.294 -1.248
H3 -3.022 1.694 -0.019
H4 0.546 -2.387 -0.134
H5 0.336 -1.614 1.513
H6 -1.070 -2.346 0.523
H7 -2.007 -0.330 1.226
H8 -0.969 1.259 1.017
H9 1.008 1.343 -0.862
H10 0.739 1.201 1.373
H11 2.414 0.585 1.594
H12 3.177 -0.591 -0.469
H13 2.507 -0.159 -2.032
H14 -0.577 -0.643 -1.146



Entry from the Open Molecules 2025 dataset: a 2-piece molecular cluster, C4H14N3 overall at a distorted geometry (the ωB97M-V functional and the def2-TZVPD basis).

Output
* multiplicity: 1
* electronic energy: -324.62656 hartree
* E_HOMO (spin up / spin down): -0.505 / -0.499 hartree
* gap between HOMO and LUMO (spin up / spin down): 9.112 / 8.177 eV
* total charge: +1

Cartesian coordinates (Å):
C1 1.284 -0.390 2.657
C2 0.287 0.815 -2.580
C3 0.099 -0.347 1.648
C4 0.463 0.244 0.314
N1 -0.981 -1.353 -0.998
N2 -1.707 0.832 -0.410
N3 -0.652 -0.059 -0.656
H1 1.740 -1.366 2.383
H2 2.030 0.302 2.446
H3 0.943 -0.543 3.620
H4 -0.169 1.767 -2.440
H5 1.326 0.735 -2.785
H6 -0.268 0.189 -3.209
H7 -0.772 0.138 2.272
H8 -0.234 -1.336 1.506
H9 0.555 1.373 0.419
H10 1.301 -0.185 -0.058
H11 -1.203 -1.309 -1.992
H12 -0.274 -1.980 -0.762
H13 -1.344 1.733 -0.186
H14 -2.426 0.740 -1.190



Entry from the Open Molecules 2025 dataset: a 2-piece molecular cluster, C4H14N3 overall at a distorted geometry (the ωB97M-V functional and the def2-TZVPD basis).

Output
* multiplicity: 1
* electronic energy: -324.82682 hartree
* E_HOMO: -0.524 hartree
* gap between HOMO and LUMO: 11.118 eV
* total charge: +1

Cartesian coordinates (Å):
C1 0.196 1.959 0.564
C2 1.291 3.001 0.367
H1 -0.117 1.310 -0.320
H2 0.626 1.214 1.255
H3 -0.805 2.166 0.968
H4 0.946 4.010 0.613
H5 1.708 3.023 -0.649
H6 2.244 2.709 0.824
C3 -1.235 -2.078 1.263
C4 -0.157 -1.274 -0.841
N1 -0.152 -2.064 0.244
N2 -1.245 -0.607 -1.207
N3 0.963 -1.312 -1.612
H7 0.462 -2.872 0.228
H8 -2.190 -0.737 -0.824
H9 -1.132 -0.096 -2.069
H10 1.836 -1.631 -1.238
H11 1.049 -0.575 -2.308
H12 -1.065 -2.959 1.881
H13 -2.282 -2.020 1.039
H14 -0.938 -1.167 1.820



Entry from the Open Molecules 2025 dataset: a 2-piece molecular cluster, C4H14N3 overall at a distorted geometry (the ωB97M-V functional and the def2-TZVPD basis).

Output
* multiplicity: 1
* electronic energy: -324.85501 hartree
* E_HOMO: -0.545 hartree
* gap between HOMO and LUMO: 11.770 eV
* total charge: +1

Cartesian coordinates (Å):
C1 -0.574 2.117 2.313
C2 -2.073 1.926 2.135
H1 -0.328 3.157 2.119
H2 -0.233 1.849 3.313
H3 -0.044 1.587 1.509
H4 -2.422 2.258 1.161
H5 -2.388 0.887 2.290
H6 -2.582 2.518 2.903
C3 1.206 -1.299 0.852
C4 0.419 -0.766 -1.433
N1 0.200 -0.837 -0.128
N2 1.455 -1.317 -2.041
N3 -0.490 -0.157 -2.212
H7 -0.431 -0.133 0.232
H8 2.166 -1.828 -1.547
H9 1.675 -1.221 -3.018
H10 -1.293 0.266 -1.772
H11 -0.689 -0.544 -3.121
H12 1.497 -0.457 1.471
H13 2.074 -1.679 0.339
H14 0.753 -2.066 1.463



Entry from the Open Molecules 2025 dataset: a 2-piece molecular cluster, C4H14N3 overall at a distorted geometry (the ωB97M-V functional and the def2-TZVPD basis).

Output
* multiplicity: 1
* electronic energy: -324.85068 hartree
* E_HOMO: -0.549 hartree
* gap between HOMO and LUMO: 11.871 eV
* total charge: +1

Cartesian coordinates (Å):
C1 1.491 -2.245 -0.597
C2 0.608 -0.171 -1.561
N1 1.269 -0.804 -0.608
N2 -0.074 -0.816 -2.501
N3 0.438 1.170 -1.517
H1 1.847 -0.236 -0.020
H2 0.006 -1.792 -2.720
H3 -0.651 -0.281 -3.129
H4 0.702 1.557 -0.620
H5 -0.490 1.509 -1.723
H6 0.671 -2.764 -1.070
H7 1.649 -2.583 0.422
H8 2.436 -2.519 -1.072
C3 -1.707 0.920 2.598
C4 -0.739 1.572 1.601
H9 -1.855 -0.109 2.321
H10 -1.262 0.863 3.592
H11 -2.656 1.440 2.631
H12 -0.445 2.541 2.005
H13 -1.329 1.787 0.704
H14 0.091 0.960 1.264



Entry from the Open Molecules 2025 dataset: a 2-piece molecular cluster, C4H14N3 overall at a distorted geometry (the ωB97M-V functional and the def2-TZVPD basis).

Output
* multiplicity: 1
* electronic energy: -324.77215 hartree
* E_HOMO: -0.501 hartree
* gap between HOMO and LUMO: 10.354 eV
* total charge: +1

Cartesian coordinates (Å):
C1 1.150 1.534 -1.537
C2 0.394 0.097 1.600
C3 1.237 -1.171 -0.176
C4 0.125 0.996 -0.605
N1 -0.952 1.506 -0.223
N2 -2.251 -1.267 0.408
N3 0.219 -0.252 0.198
H1 2.083 2.017 -1.177
H2 1.583 0.883 -2.421
H3 0.671 2.300 -2.093
H4 -0.365 0.824 1.727
H5 0.178 -0.749 2.204
H6 1.387 0.474 1.650
H7 2.336 -0.816 -0.224
H8 1.271 -1.814 0.595
H9 1.006 -1.802 -0.982
H10 -2.026 -1.931 1.149
H11 -1.321 2.401 -0.497
H12 -3.058 -0.659 0.627
H13 -2.361 -1.875 -0.396
H14 -1.305 -0.697 0.174



Entry from the Open Molecules 2025 dataset: a 2-piece molecular cluster, C4H14N3O overall at a distorted geometry (the ωB97M-V functional and the def2-TZVPD basis).

Output
* multiplicity: 1
* electronic energy: -400.05868 hartree
* E_HOMO: -0.404 hartree
* gap between HOMO and LUMO: 7.720 eV
* total charge: +1

Cartesian coordinates (Å):
C1 -1.747 -1.007 -0.588
C2 -1.398 -0.645 0.905
C3 0.013 -0.051 0.983
C4 0.151 1.253 1.309
N1 1.414 1.802 1.430
N2 1.107 -0.942 1.199
N3 -1.302 0.140 -1.460
H1 -2.778 -1.265 -0.795
H2 -1.277 -1.931 -0.941
H3 -2.173 0.086 1.127
H4 -1.543 -1.431 1.658
H5 -0.644 1.993 1.416
H6 1.493 2.659 1.952
H7 2.210 1.203 1.378
H8 1.784 -1.002 0.445
H9 0.763 -1.885 1.338
H10 -1.572 -0.133 -2.408
H11 -1.806 0.985 -1.195
H12 -0.277 0.295 -1.405
H13 1.171 -0.407 -3.369
H14 2.440 -0.194 -2.627
O1 1.498 -0.389 -2.462



Entry from the Open Molecules 2025 dataset: a 2-piece molecular cluster, C4H14N3O overall at a distorted geometry (the ωB97M-V functional and the def2-TZVPD basis).

Output
* multiplicity: 1
* electronic energy: -400.12054 hartree
* E_HOMO: -0.532 hartree
* gap between HOMO and LUMO: 11.578 eV
* total charge: +1

Cartesian coordinates (Å):
C1 -1.458 -0.683 1.799
C2 -0.294 -1.513 1.219
C3 0.850 -0.707 0.650
N1 0.322 0.246 -0.370
C4 0.194 0.020 -1.654
N2 0.410 -1.175 -2.211
N3 -0.210 1.033 -2.436
H1 -1.131 -0.150 2.697
H2 -2.237 -1.369 2.117
H3 -1.849 0.088 1.139
H4 -0.029 -2.101 2.101
H5 -0.706 -2.199 0.472
H6 1.367 -0.149 1.422
H7 1.576 -1.340 0.141
H8 0.099 1.126 0.084
H9 0.409 -1.998 -1.613
H10 0.083 -1.370 -3.158
H11 -0.449 0.933 -3.405
H12 -0.247 1.965 -2.106
H13 1.257 3.238 1.813
H14 1.278 3.186 0.266
O1 0.767 2.918 1.032



Entry from the Open Molecules 2025 dataset: a 2-piece molecular cluster, C4H14N3O overall at a distorted geometry (the ωB97M-V functional and the def2-TZVPD basis).

Output
* multiplicity: 2
* electronic energy: -399.60030 hartree
* E_HOMO (spin up / spin down): -0.683 / -0.682 hartree
* gap between HOMO and LUMO (spin up / spin down): 10.957 / 5.216 eV
* total charge: +2
* expectation value of S²: 0.76

Cartesian coordinates (Å):
C1 0.275 1.737 2.639
O1 0.309 0.455 1.927
H1 1.081 -0.055 2.196
H2 0.255 2.517 1.879
H3 1.160 1.865 3.255
H4 -0.627 1.762 3.238
C2 -1.268 -1.046 -0.237
C3 -0.272 -2.136 0.288
C4 0.226 0.315 -1.716
N1 -0.864 -0.527 -1.491
N2 0.423 0.686 -2.961
N3 0.831 0.848 -0.706
H5 -2.313 -1.344 -0.294
H6 -1.252 -0.247 0.532
H7 -0.493 -2.304 1.342
H8 0.779 -1.886 0.154
H9 -1.290 -0.994 -2.291
H10 0.026 0.154 -3.731
H11 1.284 1.146 -3.240
H12 0.631 0.590 0.292
H13 1.574 1.521 -0.840
H14 -0.474 -3.057 -0.233